{"formula": "C4H6ClNS", "method": "ωB97M-V/def2-TZVPD", "species": ["Cl", "S", "N", "C", "C", "C", "C", "H", "H", "H", "H", "H", "H"], "xyz": [[2.484565, -1.365803, -0.492908], [0.163444, 2.409276, -0.222244], [-0.527957, -0.047183, -0.623208], [2.045729, 0.337688, 0.066314], [-1.843309, 0.088469, -0.198006], [0.513789, 0.797623, -0.343131], [-0.969671, -1.174292, 0.305740], [2.839254, 0.992614, -0.372592], [-1.925282, 0.899930, 0.580854], [-2.674901, 0.025405, -0.977393], [-0.732733, -1.185837, 1.345639], [1.981174, 0.342963, 1.291252], [-1.354102, -2.120853, -0.360318]], "forces_ev_per_angstrom": [[-0.4, 1.0, 0.5], [0.7, -0.4, -0.2], [2.7, -2.3, 1.0], [-2.2, -0.6, 1.5], [-0.7, 0.2, 1.4], [0.8, 1.0, 0.7], [-3.2, 0.3, -5.2], [-1.2, -0.3, 0.7], [-0.4, -0.8, -0.9], [1.3, -0.1, 1.3], [0.4, -0.1, 0.3], [0.6, 0.0, -3.3], [1.6, 2.1, 2.3]], "lowdin_charge": [0.452, 0.661, -0.193, -0.531, -0.175, -0.819, -0.032, 0.059, 0.087, 0.131, 0.083, 0.126, 0.151], "homo_energy_ev": -8.72, "relative_energy_kcal_mol": 61.9, "smiles": "S=C(CCl)N1CC1", "gap_ha": 0.3250}